Entry 1:
Entry from the Open Molecules 2025 dataset: a structure of composition C44H53F6N7O7PS3Ti (ωB97M-V with the def2-TZVPD basis set).

```
! wB97M-V def2-TZVPD RIJCOSX def2/J DEFGRID3
* xyz 1 1
Ti 0.805 1.088 -0.035
N 1.357 -5.652 -4.349
C 1.644 -4.465 -3.717
C 1.991 -3.329 -4.459
C 2.240 -2.123 -3.837
C 2.120 -2.025 -2.453
C 1.795 -3.147 -1.701
C 1.554 -4.355 -2.324
S 2.461 -0.527 -1.611
O 3.854 -0.241 -1.701
O 1.910 -0.707 -0.225
N 1.463 0.670 -2.024
C 1.617 1.454 -3.162
N 2.521 1.110 -4.075
C 2.685 1.950 -5.093
C 1.952 3.114 -5.222
C 1.017 3.354 -4.230
N 0.835 2.539 -3.195
H 1.686 -5.765 -5.293
H 1.384 -6.493 -3.799
H 2.074 -3.401 -5.537
H 2.527 -1.261 -4.416
H 1.713 -3.077 -0.627
H 1.292 -5.224 -1.731
H 3.428 1.672 -5.833
H 2.094 3.792 -6.050
H 0.387 4.236 -4.268
C 4.069 0.595 2.516
C 2.824 -0.106 3.059
C 2.892 -1.611 2.834
P 1.282 0.676 2.430
C 1.226 2.365 3.186
C 1.839 2.545 4.576
C -0.198 2.923 3.153
C -0.107 -0.260 3.109
C -0.144 -0.303 4.511
C -1.167 -0.876 5.239
C -1.158 -0.895 6.742
C -2.220 -1.414 4.504
C -2.206 -1.405 3.127
C -1.145 -0.864 2.378
N -1.205 -1.094 0.972
C -1.869 -2.321 0.616
C -1.181 -3.530 0.788
C 0.187 -3.552 1.396
C -1.797 -4.714 0.414
C -3.088 -4.739 -0.111
C -3.718 -6.038 -0.530
C -3.767 -3.537 -0.213
C -3.183 -2.328 0.158
C -4.005 -1.073 0.070
H 4.948 0.196 3.025
H 4.048 1.673 2.681
H 4.185 0.413 1.449
H 2.769 0.066 4.139
H 2.953 -1.851 1.773
H 2.035 -2.127 3.265
H 3.793 -1.994 3.317
H 1.838 2.946 2.492
H 1.209 2.120 5.358
H 1.915 3.616 4.775
H 2.842 2.130 4.666
H -0.832 2.390 3.864
H -0.658 2.844 2.169
H -0.172 3.977 3.432
H 0.683 0.132 5.061
H -0.190 -0.583 7.134
H -1.369 -1.893 7.125
H -1.915 -0.221 7.149
H -3.068 -1.855 5.017
H -3.033 -1.861 2.602
H 0.781 -2.702 1.068
H 0.713 -4.475 1.149
H 0.121 -3.490 2.487
H -1.254 -5.646 0.539
H -3.664 -6.778 0.270
H -3.204 -6.459 -1.397
H -4.765 -5.904 -0.797
H -4.789 -3.532 -0.581
H -4.093 -0.744 -0.968
H -5.013 -1.250 0.450
H -3.559 -0.269 0.663
C -3.050 3.572 -0.161
N -3.143 2.205 -0.741
C -4.535 1.856 -1.122
C -2.181 2.048 -1.893
C -1.924 0.615 -2.275
C -2.254 0.286 -3.592
C -1.990 -0.960 -4.129
C -1.367 -1.909 -3.335
C -1.051 -1.608 -2.024
C -1.334 -0.367 -1.450
H -3.794 3.675 0.625
H -3.237 4.294 -0.954
H -2.048 3.696 0.239
H -2.789 1.565 -0.026
H -4.925 2.654 -1.750
H -5.138 1.760 -0.222
H -4.522 0.919 -1.671
H -1.282 2.586 -1.623
H -2.638 2.575 -2.732
H -2.714 1.045 -4.216
H -2.253 -1.178 -5.156
H -1.115 -2.886 -3.729
H -0.556 -2.360 -1.434
F 5.710 2.983 0.681
C 4.741 3.870 0.515
F 5.232 4.992 0.020
F 4.158 4.116 1.686
S 3.517 3.166 -0.674
O 2.863 2.115 0.108
O 4.253 2.822 -1.835
N 2.496 4.345 -0.971
S 1.209 4.407 -0.096
O 1.336 4.932 1.226
O 0.392 3.173 -0.187
C 0.207 5.632 -1.042
F -0.303 5.084 -2.141
F 0.944 6.675 -1.358
F -0.795 6.009 -0.251
O -1.048 1.184 0.386
C -0.893 -0.095 -0.034
*
```

**F_max**: 0.00720 hartree/bohr
**Orbital gap**: 7.26 eV
**Energy relative to the best compared isomer or geometry (same formula, charge and spin)**: 0.0 kJ/mol
**HOMO energy**: -9.6 eV
**Energy**: -5602.96191 Eh


Entry 2:
Entry from the Open Molecules 2025 dataset: an isolated molecule of C3H5NO2 (ωB97M-V with the def2-TZVPD basis set).

```
! wB97M-V def2-TZVPD RIJCOSX def2/J DEFGRID3
* xyz 0 1
C -0.747 -0.847 -0.166
O 0.647 -1.076 -0.256
C 1.256 0.184 -0.322
N 0.426 1.178 0.366
O -0.129 0.639 1.622
C -0.845 0.540 0.432
H -1.177 -1.608 0.492
H -1.231 -0.889 -1.151
H 1.243 0.625 -1.333
H 2.284 0.096 0.034
H -1.727 1.158 0.281
*
```

**Structure (SMILES)**: C1OCN2O[C@H]12
**F_max**: 0.00753 hartree/bohr
**Orbital gap**: 11.04 eV
**Energy relative to the best compared isomer or geometry (same formula, charge and spin)**: 344.3 kJ/mol
**HOMO energy**: -10.1 eV
**Energy**: -322.44321 Eh


Entry 3:
Entry from the Open Molecules 2025 dataset: an isolated molecule of C3H7N3O in a non-equilibrium geometry (ωB97M-V with the def2-TZVPD basis set).

```
! wB97M-V def2-TZVPD RIJCOSX def2/J DEFGRID3
* xyz 0 1
H 1.182 1.815 -0.084
N 0.287 1.296 0.006
C 0.306 0.081 0.029
N -0.714 -0.845 -0.106
N -2.062 -0.652 0.058
C -2.529 0.565 -0.058
O 1.464 -0.702 -0.092
C 2.557 0.040 0.065
H -0.342 -1.765 0.327
H -1.967 1.487 -0.051
H -3.676 0.486 0.289
H 2.763 0.702 -0.895
H 2.266 0.687 0.957
H 3.480 -0.505 0.268
*
```

**Structure (SMILES)**: [H]/N=C(/NN=C)OC
**F_max**: 0.09040 hartree/bohr
**Orbital gap**: 10.07 eV
**Energy relative to the best compared isomer or geometry (same formula, charge and spin)**: 361.5 kJ/mol
**HOMO energy**: -9.2 eV
**Energy**: -357.91217 Eh


Entry 4:
Entry from the Open Molecules 2025 dataset: a cluster of 11 separate species, C5H33NO11 in total in a non-equilibrium geometry (ωB97M-V with the def2-TZVPD basis set).

```
! wB97M-V def2-TZVPD RIJCOSX def2/J DEFGRID3
* xyz 0 1
C -1.876 -0.751 2.306
C -0.765 -0.127 1.448
N -0.309 -1.058 0.449
C 0.414 -0.447 -0.714
C 0.831 -1.568 -1.619
C 1.646 0.447 -0.328
O 1.978 1.581 -1.090
H -1.887 -0.214 3.189
H -2.876 -0.497 2.028
H -1.736 -1.894 2.367
H -0.981 0.837 1.005
H 0.066 0.172 2.151
H -1.161 -1.500 0.155
H -0.260 0.196 -1.360
H 0.009 -2.286 -1.906
H 1.184 -1.271 -2.573
H 1.661 -2.171 -1.282
H 2.473 -0.268 -0.131
H 1.310 1.098 0.624
H 2.328 1.261 -1.927
O 0.807 3.779 -2.119
H 1.794 4.160 -2.235
H 0.963 3.014 -1.523
O -3.474 -2.368 -0.522
H -2.663 -2.830 -0.606
H -3.845 -2.397 -1.443
O -2.723 0.770 -3.335
H -1.798 0.576 -3.323
H -3.029 0.375 -2.420
O 1.065 -3.485 2.098
H 0.845 -2.992 1.304
H 1.862 -2.999 2.422
O -1.088 3.662 0.065
H -1.893 3.204 -0.087
H -0.972 4.339 -0.600
O 0.740 1.249 -3.709
H 0.894 2.112 -3.248
H 0.473 1.569 -4.620
O -1.355 -3.918 -1.191
H -0.583 -3.958 -0.596
H -1.659 -4.781 -1.349
O 2.896 -1.313 1.721
H 2.918 -0.554 2.301
H 1.981 -1.331 1.333
O 2.715 0.973 3.094
H 2.046 1.688 2.966
H 3.514 1.548 3.080
O -0.616 2.466 3.220
H -0.969 2.808 4.014
H -0.893 3.092 2.521
*
```

**Structure (SMILES)**: CCN[C@H](C)CO.O.O.O.O.O.O.O.O.O.O
**F_max**: 0.08552 hartree/bohr
**Orbital gap**: 9.31 eV
**Energy relative to the best compared isomer or geometry (same formula, charge and spin)**: 356.7 kJ/mol
**HOMO energy**: -9.1 eV
**Energy**: -1092.62094 Eh


Entry 5:
Entry from the Open Molecules 2025 dataset: a cluster of 2 separate species, C7H18N2 in total in a non-equilibrium geometry (ωB97M-V with the def2-TZVPD basis set).

```
! wB97M-V def2-TZVPD RIJCOSX def2/J DEFGRID3
* xyz 0 1
C -1.887 2.095 0.314
C -0.618 2.296 0.095
C 0.438 2.561 1.162
C -0.051 2.524 -1.289
H -2.268 2.154 1.264
H -2.623 2.010 -0.460
H 0.132 1.967 2.118
H 1.320 2.059 0.841
H 0.532 3.640 1.320
H -0.350 3.469 -1.746
H -0.510 1.686 -1.876
H 1.049 2.504 -1.224
C -1.520 -1.370 -0.551
N -0.251 -1.191 0.199
N 0.798 -2.010 -0.395
C 2.102 -1.539 0.044
C 0.430 -3.417 -0.205
H -2.346 -0.976 0.095
H -1.484 -0.819 -1.499
H -1.796 -2.403 -0.880
H -0.540 -1.442 1.160
H 2.932 -1.691 -0.697
H 2.226 -0.526 0.045
H 2.515 -1.987 0.907
H -0.353 -3.545 0.593
H 0.084 -3.834 -1.152
H 1.362 -3.892 0.208
*
```

**Structure (SMILES)**: C=C(C)C.CNN(C)C
**F_max**: 0.06693 hartree/bohr
**Orbital gap**: 9.54 eV
**Energy relative to the best compared isomer or geometry (same formula, charge and spin)**: 372.0 kJ/mol
**HOMO energy**: -8.5 eV
**Energy**: -386.88784 Eh


Entry 6:
Entry from the Open Molecules 2025 dataset: an isolated molecule of C2H4ClNO in a non-equilibrium geometry (ωB97M-V with the def2-TZVPD basis set).

```
! wB97M-V def2-TZVPD RIJCOSX def2/J DEFGRID3
* xyz 0 1
H 1.083 -2.478 0.535
N 0.338 -1.761 0.436
C 0.634 -0.593 0.197
C -0.207 0.540 -0.149
O 2.153 -0.052 0.020
Cl 3.240 -1.340 0.032
H -0.668 0.437 -1.108
H 0.437 1.490 -0.201
H -1.188 0.615 0.300
*
```

**Structure (SMILES)**: [H]/N=C(/C)OCl
**F_max**: 0.05252 hartree/bohr
**Orbital gap**: 10.67 eV
**Energy relative to the best compared isomer or geometry (same formula, charge and spin)**: 277.9 kJ/mol
**HOMO energy**: -10.3 eV
**Energy**: -668.69831 Eh


Entry 7:
Entry from the Open Molecules 2025 dataset: an isolated molecule of C3H5N in a non-equilibrium geometry (ωB97M-V with the def2-TZVPD basis set).

```
! wB97M-V def2-TZVPD RIJCOSX def2/J DEFGRID3
* xyz 0 1
C -0.659 0.159 -0.364
C -1.452 0.730 -1.271
C 1.132 -0.903 1.339
N 0.373 -0.119 0.430
H -0.967 0.631 -2.344
H -2.501 0.960 -1.162
H 2.124 -0.349 1.460
H 0.936 -1.906 1.393
H 1.015 0.798 0.520
*
```

**F_max**: 0.08247 hartree/bohr
**Orbital gap (alpha / beta)**: 7.19 / 7.20 eV
**Energy relative to the best compared isomer or geometry (same formula, charge and spin)**: 513.4 kJ/mol
**HOMO energy (alpha / beta)**: -6.8 / -6.8 eV
**Energy**: -171.85955 Eh


Entry 8:
Entry from the Open Molecules 2025 dataset: a cluster of 2 separate species, C5H11N2O2 in total in a non-equilibrium geometry (ωB97M-V with the def2-TZVPD basis set).

```
! wB97M-V def2-TZVPD RIJCOSX def2/J DEFGRID3
* xyz 1 1
C -3.727 -0.403 0.882
C 2.711 -1.143 0.071
C 1.824 1.176 -0.784
C 0.492 -0.300 0.672
C 1.633 -0.125 0.055
N -3.233 -0.049 -0.176
N -2.854 0.025 -1.284
O -0.570 0.634 0.572
O -1.699 0.247 -1.704
H -3.609 -1.289 1.452
H -4.438 0.379 1.460
H 2.444 -2.023 -0.579
H 2.731 -1.537 1.082
H 3.616 -0.606 -0.261
H 2.458 0.898 -1.618
H 0.873 1.493 -1.100
H 2.411 1.873 -0.104
H 0.136 -1.195 1.130
H -0.948 0.428 -0.807
H -0.251 1.517 1.040
*
```

**F_max**: 0.11223 hartree/bohr
**Orbital gap**: 8.49 eV
**Energy relative to the best compared isomer or geometry (same formula, charge and spin)**: 629.7 kJ/mol
**HOMO energy**: -13.2 eV
**Energy**: -456.63655 Eh


> Which value of energy relative to the best compared isomer or geometry (same formula, charge and spin) does entry 3 give?

361.5 kJ/mol


> Among the records above, which one has the highest F_max?

C5H11N2O2